1.
Computed, not measured: C24H44AsN5O5PbS3Si3 as an isolated structure, with ωB97M-V with the def2-TZVPD basis set.

```
86
Properties=species:S:1:pos:R:3:forces:R:3:mulliken_charge:R:1
Pb 0.43452 -0.54040 2.20379 0.914 0.127 -0.067 0.9177
As -1.41412 0.87965 -3.08810 -0.471 0.096 -0.031 0.2420
S -1.45495 -1.38737 0.53245 -0.427 -0.285 -0.112 -0.0304
S -1.04340 -2.17677 3.86564 -0.345 -0.184 0.021 -0.4656
S -0.33325 1.81106 4.49697 0.042 0.096 0.194 -0.3940
Si -1.02835 2.03553 -5.10349 0.398 0.534 -0.694 0.5007
Si -2.01546 -1.20688 -3.99925 0.039 -0.761 -0.529 0.2660
Si -3.47985 1.87835 -2.50406 -0.555 0.608 0.188 0.5783
O 2.17032 2.72364 0.53833 0.164 -0.372 0.465 -0.9774
O 3.15563 1.11417 1.74154 0.013 -0.177 0.218 -0.7371
O 4.26829 -2.14026 0.74183 -0.145 0.104 0.133 -0.8084
O 2.08649 -1.66856 0.84887 -0.271 0.263 -0.202 -0.7283
O 1.48889 0.14030 -1.86294 0.205 -0.085 0.370 0.2311
N -4.16904 -4.01547 4.10489 0.028 0.037 -0.045 -0.5904
N 1.60003 3.46457 3.56205 0.642 -0.136 -0.782 0.1143
N -4.72202 -3.04011 0.33343 0.073 0.008 -0.020 -0.6381
N -0.49502 1.68125 1.05867 0.011 0.097 -0.049 -0.4115
N 1.02646 3.80063 5.65588 0.276 0.255 -0.186 -0.2700
C -4.77214 2.25257 -3.84997 0.235 -0.240 -0.131 -1.3171
C -3.75757 -2.72393 0.88292 -0.266 -0.041 -0.106 -0.2870
C 3.26630 -1.49209 0.40948 0.483 -0.151 -0.169 0.0070
C -2.75724 -1.13885 -5.74966 0.057 0.256 0.117 -1.0456
C 3.11482 1.14862 -3.16550 -0.123 -0.110 0.046 -0.4058
C -2.35535 2.35065 -6.42936 -0.251 -0.232 0.315 -1.1067
C 0.35523 1.19358 -6.09922 -0.041 -0.235 0.319 -1.1156
C 3.30694 1.01921 -0.66867 -0.409 -0.234 0.158 0.3182
C 2.20119 4.64874 5.50381 -0.045 -0.053 -0.033 -0.4586
C 2.82740 1.62807 0.66896 -0.331 0.798 -0.419 0.0038
C -3.18524 -2.26807 -2.99145 0.002 0.407 0.282 -0.9438
C -2.56567 -2.29320 1.54176 0.244 0.054 0.061 0.2645
C 0.81250 3.02781 4.53664 -0.468 -0.188 0.189 0.1176
C -2.39248 -2.61150 2.85611 0.245 0.078 0.049 0.5938
C 2.53682 -0.83090 -1.96567 0.265 0.024 -0.196 -0.0765
C -0.37676 -2.13308 -4.13368 0.015 0.211 0.172 -0.7110
C -4.39842 0.93352 -1.16569 0.315 -0.294 -0.068 -0.8810
C 3.49894 -0.52826 -0.79508 -0.340 0.029 0.273 0.1117
C 2.33768 1.29046 -1.84033 0.376 0.113 -0.092 -0.5363
C -3.39244 -3.38884 3.52666 -0.244 -0.141 0.043 -0.0731
C 3.21881 -0.39325 -3.27908 -0.095 -0.059 -0.032 -0.8245
C -3.00810 3.58641 -1.81496 0.186 -0.199 -0.063 -1.1770
C 2.50717 4.51281 3.99941 0.048 0.038 -0.112 -0.5720
C -0.39870 3.76647 -4.64510 -0.107 -0.152 0.253 -1.3050
H -2.07424 -0.66941 -6.46271 -0.033 -0.043 0.012 0.2446
H 3.04065 4.30430 6.11492 -0.026 -0.036 0.006 0.2639
H 1.75454 2.20029 -1.74292 -0.040 -0.030 0.118 0.7222
H 4.52142 -0.75295 -1.09003 0.029 0.053 -0.080 0.2890
H 0.25375 1.39068 -7.16947 -0.073 0.094 0.035 0.4714
H 0.34131 2.22905 0.85700 0.124 0.145 -0.134 0.2570
H -3.46199 -3.17680 -3.53198 0.099 0.045 -0.085 0.4330
H 3.54367 4.22829 3.81385 -0.026 -0.014 -0.038 0.3030
H 2.65303 -0.76525 -4.13698 0.039 0.011 -0.012 0.1853
H 0.32518 0.11040 -5.95936 0.061 0.038 -0.086 0.1265
H -2.75398 3.51947 -0.75564 0.057 -0.032 0.020 0.3355
H 2.12737 -1.83844 -1.96673 -0.071 0.047 0.053 0.6031
H -3.69757 -0.57962 -5.76345 0.037 -0.011 -0.019 0.2281
H 1.34329 1.53331 -5.78172 -0.043 -0.026 0.026 0.3913
H 2.30782 5.43938 3.45504 0.007 -0.003 0.037 0.3057
H -0.46364 -3.09678 -4.64201 -0.124 0.017 0.007 0.5046
H 4.24530 -0.75368 -3.35232 -0.011 -0.021 -0.019 0.4416
H -1.23267 4.45690 -4.48830 0.029 -0.016 0.011 0.3257
H -3.25376 2.81347 -6.01992 0.065 0.004 -0.092 0.2199
H -2.65822 1.42087 -6.91542 -0.005 0.056 0.001 0.2851
H -1.12195 2.21040 1.65149 -0.045 -0.083 0.008 0.2061
H -4.81738 -0.00060 -1.54985 0.000 0.047 0.051 0.3158
H -5.21936 1.51947 -0.74316 0.059 0.109 -0.107 0.4253
H 1.97726 5.68128 5.77929 0.035 -0.010 0.010 0.2556
H 1.77604 3.00156 2.64249 -0.322 0.114 0.557 0.1935
H -2.70665 -2.55211 -2.05373 -0.021 -0.025 0.079 0.0877
H 0.77045 3.42248 6.54847 -0.135 -0.136 -0.046 0.2567
H -4.10488 -1.74253 -2.72393 0.003 -0.072 -0.036 0.2412
H 4.08658 1.64143 -3.12439 -0.001 0.035 -0.028 0.4445
H -4.93227 1.39420 -4.50922 -0.031 0.062 -0.007 0.2700
H -2.12564 3.97119 -2.33302 -0.050 0.060 0.043 0.2243
H -3.81226 4.31964 -1.92162 -0.058 -0.096 -0.034 0.3693
H 0.24467 4.18726 -5.42240 -0.046 -0.084 -0.062 0.3822
H 4.26082 1.52456 -0.84117 0.019 -0.009 -0.073 0.3874
H -2.96542 -2.15387 -6.10048 0.039 -0.017 0.078 0.4126
H -3.72009 0.65661 -0.35462 -0.009 -0.038 0.025 0.0739
H -5.72907 2.50156 -3.38272 0.053 -0.020 0.093 0.3972
H -0.94985 1.42398 0.19271 -0.086 0.023 -0.088 0.0070
H -4.47097 3.10179 -4.46634 -0.039 -0.027 0.051 0.3139
H 2.53916 1.57512 -3.98848 0.050 -0.001 -0.015 -0.3100
H 0.37886 -1.53947 -4.65319 0.000 -0.044 0.024 0.0006
H 0.17643 3.72372 -3.71570 0.017 0.048 -0.050 0.2730
H -0.00158 -2.30772 -3.12088 0.009 -0.016 -0.037 0.0832
H -1.94971 3.01586 -7.19740 0.125 -0.004 0.079 0.3736
```
Positions in Å, forces in eV/Å.

Properties
* molecular weight: 945.2 g mol⁻¹
* electronic energy: -165523.1041 eV
* gap between HOMO and LUMO: 6.2 eV
* total charge: -2
* energy relative to the best compared isomer or geometry (same formula, charge and spin): 30.2 kcal per mole
* lowest unoccupied orbital energy: 4.0 eV

---

2.
Computed, not measured: one molecule with the formula C26H33N7O4, with ωB97M-V with the def2-TZVPD basis set.

```
70
Properties=species:S:1:pos:R:3:forces:R:3:mulliken_charge:R:1
O -0.77843 2.51198 0.05208 0.239 -0.314 0.348 -0.4073
O 3.10669 -1.91942 1.84430 0.493 0.049 -0.125 -0.7295
O 0.91499 -2.57547 6.02627 -0.438 -0.045 0.197 -0.6298
O -3.80597 -0.34124 2.35940 0.160 0.270 -0.246 -0.4870
N -2.12747 -0.60142 -2.43158 -0.032 -0.948 0.558 -1.1753
N 2.35419 -2.04760 4.38420 0.169 0.123 -0.498 -0.1798
N -3.55257 1.00061 -3.08833 -0.480 0.424 -0.154 -0.6550
N 0.76073 -0.57891 -2.95837 -0.266 0.086 -0.155 0.1623
N 0.98584 -1.75283 1.07163 -0.120 -0.116 -0.260 0.1700
N -1.96636 2.42626 -4.15042 -0.100 0.652 -0.356 -0.7537
N -1.43635 0.34492 -3.08875 -0.756 0.779 -0.356 0.6757
C -0.09304 0.42169 -3.32229 0.434 0.224 -0.386 0.4206
C -1.84352 3.17420 -0.59463 -0.251 0.125 -0.197 -0.8532
C -1.07973 1.60571 1.02494 0.035 -0.057 0.061 0.6385
C 1.63089 1.98618 -4.53740 0.056 -0.094 -0.009 -1.2773
C -0.01528 1.21546 1.84375 -0.062 0.053 0.086 -0.1168
C 0.93299 -0.15514 3.71718 -0.068 -0.210 -0.011 -1.4395
C 3.26238 -2.99466 6.39315 -0.222 -0.043 0.128 -1.2669
C 1.34233 -1.62531 3.45057 0.026 0.147 0.242 0.0274
C -4.10084 -1.25133 3.39284 -0.047 -0.174 0.190 -0.8899
C -3.36808 -0.16369 -2.46354 0.413 0.218 -0.164 -0.4280
C -0.68375 2.50584 -4.40111 -0.127 -0.266 0.233 1.1963
C 0.28464 1.56241 -4.01835 -0.007 -0.085 0.162 0.6284
C 0.07875 -2.11647 -1.14078 0.289 -0.016 -0.051 -0.2719
C -0.05419 3.61853 -5.17840 0.066 0.054 -0.141 -0.5595
C 1.31325 -1.71461 -0.34101 0.097 0.112 -0.060 -0.5665
C -2.34210 1.34230 -3.49344 0.301 -0.534 0.186 0.1155
C 1.27545 3.00595 -5.63239 0.031 0.073 0.029 -0.8363
C 1.91523 -1.77576 2.04124 -0.570 -0.186 0.319 0.4215
C 1.78415 -0.31723 -0.76122 0.127 -0.265 -0.174 0.3584
C 1.99952 -0.26465 -2.27451 0.202 0.336 0.368 -1.3415
C 0.30405 -1.91624 -2.64066 -0.360 -0.459 0.205 -1.3898
C -0.20901 0.28965 2.85104 -0.055 0.474 -0.110 -0.7225
C -1.47531 -0.25723 3.05664 -0.258 -0.193 0.083 0.0419
C -2.53523 0.12713 2.24758 0.145 0.034 -0.062 0.0593
C -2.33470 1.05828 1.22476 -0.118 0.083 -0.137 -0.3084
C 2.05411 -2.53233 5.60851 0.473 0.020 -0.008 0.7088
H 1.80267 0.48469 3.55951 0.023 -0.005 0.029 0.2746
H 0.64404 -0.09830 4.76885 0.062 0.001 -0.016 0.4916
H 0.46217 -2.26669 3.57737 0.109 0.097 -0.073 0.4930
H -3.89725 -0.82035 4.37770 0.009 -0.021 -0.040 0.3496
H 1.13080 2.48656 -6.58061 0.011 -0.004 -0.017 0.3168
H 2.21390 1.14987 -4.92295 0.100 -0.007 0.056 0.4160
H -0.17353 -3.15961 -0.94971 -0.025 -0.074 0.048 0.4101
H -1.61094 -0.96076 3.86202 -0.065 -0.114 0.121 0.6407
H -0.68717 3.94771 -5.99946 -0.050 0.041 0.030 0.3647
H -1.38135 3.91041 -1.25006 -0.065 -0.030 0.021 0.2109
H -2.48758 3.68116 0.12914 0.015 -0.009 0.001 0.4507
H 3.96708 -2.17474 6.50986 0.095 0.042 0.005 0.3231
H 2.20860 2.48143 -3.75050 0.097 -0.067 0.001 0.3322
H 2.05594 3.75238 -5.76706 0.028 -0.019 -0.062 0.3562
H 0.04049 -1.49903 1.31921 0.022 -0.058 0.078 0.1906
H 3.29317 -2.07309 4.00793 -0.065 -0.090 0.092 0.3193
H -3.18393 1.32633 0.61905 -0.098 0.066 -0.115 0.5613
H 2.13209 -2.42620 -0.50139 -0.079 0.063 -0.036 0.1945
H 2.75117 -1.00231 -2.57292 0.018 0.079 -0.052 0.3684
H 2.71260 -0.07733 -0.24272 0.029 0.047 0.060 0.7027
H -2.45080 2.49604 -1.19840 0.011 -0.004 0.052 0.2538
H 3.75700 -3.80718 5.86579 0.086 -0.055 -0.031 0.3282
H 1.02719 0.41829 -0.48214 -0.014 0.046 -0.009 -0.4520
H 1.08244 -2.60302 -2.99173 -0.043 0.014 -0.022 0.5289
H -4.16766 -0.71138 -2.00671 -0.136 -0.207 0.127 0.4720
H 2.94531 -3.34108 7.37220 -0.018 0.005 -0.003 0.3479
H -0.61763 -2.12637 -3.18024 0.208 -0.074 0.015 0.6304
H -0.76874 -1.49837 -0.83704 0.030 -0.057 0.008 0.1770
H 0.10848 4.47143 -4.51495 -0.011 0.053 0.028 0.2364
H 0.95186 1.66422 1.68186 0.156 0.046 -0.030 0.3461
H -3.53874 -2.18397 3.28127 -0.003 0.046 0.010 0.3494
H 2.34553 0.72450 -2.56009 0.065 -0.067 -0.055 0.4087
H -5.16546 -1.46079 3.30400 0.078 -0.017 0.045 0.2666
```
Positions in Å, forces in eV/Å.

Properties
* SMILES: COc1cc(C[C@H](NC(C)=O)C(=O)NC2CCN(c3c4c(nc5ncnn35)CCC4)CC2)cc(OC)c1
* molecular weight: 507.6 g mol⁻¹
* electronic energy: -46119.9527 eV
* gap between HOMO and LUMO: 8.9 eV
* total charge: 0
* energy relative to the best compared isomer or geometry (same formula, charge and spin): 0.0 kcal per mole
* lowest unoccupied orbital energy: 0.6 eV